# C4H8N4

One molecule with the formula C4H8N4 in a non-equilibrium geometry (ωB97M-V/def2-TZVPD, OMol25).

Computed properties:
SMILES   [H]/N=C(N)/C(=N\[H])C(=C)N
Calculated total energy   -376.20023 hartree
Gap between HOMO and LUMO   9.17 eV
Lowest unoccupied orbital energy   0.0196 Ha
Energy relative to the best compared isomer or geometry (same formula, charge and spin)   126.6 kJ/mol

Element x y z (Å)
H: -1.11 -1.07 -1.55
H: 0.54 1.91 -0.69
C: -0.19 1.87 0.11
C: 0.82 -0.80 -0.81
N: -1.48 0.69 1.74
H: 0.10 -0.66 -2.72
H: 2.27 -0.76 -2.03
N: 0.17 -1.57 1.41
N: 2.07 -0.59 -1.05
N: -0.13 -1.00 -1.79
H: -0.60 2.82 0.44
H: -1.29 -0.12 2.34
C: 0.28 -0.58 0.59
C: -0.56 0.73 0.71
H: -1.48 1.53 2.30
H: 0.59 -2.40 0.98

---

# C4H8N4

An isolated ion of composition C4H8N4 and charge +2 in a non-equilibrium geometry (ωB97M-V/def2-TZVPD, OMol25).

Computed properties:
Calculated total energy   -375.27873 hartree
Net charge   +2
Gap between HOMO and LUMO (alpha / beta)   7.93 / 7.92 eV
Lowest unoccupied orbital energy (alpha / beta)   -0.4343 / -0.4343 Ha
Energy relative to the best compared isomer or geometry (same formula, charge and spin)   847.7 kJ/mol

Element x y z (Å)
N: 2.10 0.76 0.00
C: 0.84 0.92 -0.07
H: -3.07 -1.07 1.04
N: -0.66 -0.78 -0.16
C: 2.82 -0.41 0.01
H: -3.67 -0.49 -0.42
H: 3.11 -0.80 -0.94
H: 2.46 1.74 -0.17
N: -1.62 -0.04 -0.09
H: 2.40 -1.16 0.65
H: 3.84 -0.12 0.25
H: -0.52 -1.87 -0.22
H: -3.48 0.64 0.66
N: -0.18 1.59 -0.38
C: -1.41 1.30 -0.56
C: -2.96 -0.22 0.39

---

# C4H8N4O

A 2-piece molecular cluster, C4H8N4O overall in a non-equilibrium geometry (ωB97M-V/def2-TZVPD, OMol25).

Computed properties:
SMILES   [H]/N=C(/N)NN.C=C=C=O
Calculated total energy   -451.28036 hartree
Gap between HOMO and LUMO (alpha / beta)   7.51 / 7.51 eV
Lowest unoccupied orbital energy (alpha / beta)   -0.0110 / -0.0110 Ha
Energy relative to the best compared isomer or geometry (same formula, charge and spin)   624.6 kJ/mol

Element x y z (Å)
C: 1.65 0.58 0.04
H: -1.68 -2.50 0.10
C: 1.78 -0.47 -0.79
C: -0.91 0.22 0.23
H: 2.50 2.51 0.24
H: 0.12 -2.76 -0.25
H: -1.00 -0.81 -1.65
H: 1.14 2.01 1.42
N: -1.50 1.27 -0.46
N: -0.76 -2.26 -0.25
H: -0.70 -0.86 1.80
O: 2.62 -1.24 -1.15
C: 1.84 1.74 0.63
H: -1.05 2.16 -0.30
H: -2.51 1.28 -0.37
N: -0.57 -0.95 -0.73
N: -0.99 0.07 1.49